(1)
{
  "formula": "C2H7FN2",
  "method": "ωB97M-V with the def2-TZVPD basis set",
  "symbols": ["C", "C", "N", "N", "F", "H", "H", "H", "H", "H", "H", "H"],
  "coordinates": [[0.70160, -1.16501, 0.14592], [0.02822, 0.14313, 0.05375], [0.15939, 0.81179, -1.16293], [-0.11983, 1.01563, 1.08815], [-1.82232, -0.42576, 0.15938], [0.74848, -1.79210, 1.16152], [0.23815, -1.92288, -0.63580], [1.71416, -0.90070, -0.28447], [-0.50636, 1.56529, -1.36853], [-0.00358, 0.10192, -1.91913], [-0.59487, 0.66627, 1.96786], [-0.54305, 1.90242, 0.79428]],
  "forces_ev_per_angstrom": [[0.63, -2.95, -0.67], [-3.20, 1.51, 0.47], [-0.66, -2.00, -1.39], [-0.19, 0.13, 1.74], [1.40, 0.05, -0.53], [-0.16, 2.10, -2.16], [0.73, 1.75, 1.59], [-0.62, -0.77, 0.91], [0.30, -0.43, 0.75], [0.52, 1.02, 0.85], [0.97, 0.26, -1.84], [0.28, -0.67, 0.28]],
  "spin_multiplicity": 1
}

=====

(2)
{
  "formula": "C2H7N",
  "method": "ωB97M-V with the def2-TZVPD basis set",
  "symbols": ["C", "N", "H", "H", "H", "C", "H", "H", "H", "H"],
  "coordinates": [[-1.13471, 0.11561, 0.64101], [-1.12766, 1.28415, 1.10414], [-1.92000, -0.59204, 0.92413], [-0.50087, -0.33526, -0.12386], [-0.41789, 1.85526, 0.64214], [1.66821, -1.04506, -1.29862], [0.81307, -1.00830, -1.97059], [2.42109, -1.75818, -1.63432], [1.47162, -1.17362, -0.24141], [2.13415, -0.05737, -1.37674]],
  "forces_ev_per_angstrom": [[-0.74, -0.90, -0.45], [0.03, 0.27, -0.19], [0.04, 0.22, 0.53], [0.34, 0.57, -0.03], [0.17, -0.09, 0.20], [0.93, 0.85, -0.30], [-0.17, -0.40, 0.33], [-0.25, -0.12, -0.01], [-0.41, -0.35, -0.04], [0.04, -0.04, -0.04]],
  "spin_multiplicity": 1,
  "smiles": "C=N.C"
}

=====

(3)
{
  "formula": "C2H7N2",
  "method": "ωB97M-V with the def2-TZVPD basis set",
  "symbols": ["C", "N", "H", "H", "H", "C", "N", "H", "H", "H", "H"],
  "coordinates": [[2.08815, -0.39581, 0.16080], [1.21765, 0.31229, 0.78228], [1.97046, -0.55266, -0.90428], [2.99037, -0.86741, 0.55369], [1.31302, 0.35228, 1.79470], [-2.05867, -0.22793, -0.51311], [-1.20634, 0.64222, -0.17721], [-2.91696, 0.02866, -1.11659], [-1.84412, -1.31675, -0.36548], [-0.07744, 0.42082, 0.17724], [-1.47613, 1.60429, -0.39202]],
  "forces_ev_per_angstrom": [[-0.27, 0.56, 0.18], [0.35, -1.59, -0.79], [-0.22, 0.13, -0.18], [-0.24, 0.27, 0.54], [0.30, 0.21, -0.03], [0.64, -1.54, -0.63], [0.27, 0.12, -0.26], [-0.47, 0.16, 0.39], [-0.17, 1.09, 0.06], [-0.53, 0.69, 0.63], [0.33, -0.09, 0.08]],
  "spin_multiplicity": 1,
  "charge": 1
}

=====

(4)
{
  "formula": "C2H7N2O",
  "method": "ωB97M-V with the def2-TZVPD basis set",
  "symbols": ["N", "C", "O", "C", "N", "H", "H", "H", "H", "H", "H", "H"],
  "coordinates": [[-2.16794, -0.00434, 0.02171], [-0.94234, 0.39899, 0.46426], [-0.31267, 1.17358, -0.37162], [0.28501, -0.09190, -0.37860], [1.68577, 0.10752, 0.21248], [-2.43056, 0.13273, -0.95514], [-2.97512, -0.00951, 0.64626], [-0.77255, 0.18092, 1.50049], [0.25950, -0.70280, -1.23351], [1.68956, 1.15460, 0.37109], [2.45413, -0.05438, -0.42080], [2.00256, -0.51250, 0.94246]],
  "forces_ev_per_angstrom": [[-2.16, -0.39, 0.18], [-1.32, -4.69, 0.10], [2.68, 3.41, -2.09], [0.18, 0.68, 1.86], [-0.25, 1.22, -1.01], [0.40, 0.12, 0.56], [0.69, -0.05, -0.20], [0.08, 1.28, 0.89], [-0.09, -0.46, -1.02], [0.33, -1.38, 0.70], [0.14, 0.09, -1.28], [-0.67, 0.16, 1.31]],
  "spin_multiplicity": 1,
  "smiles": "N[C@@H]1O[C@H]1[NH3+]",
  "charge": 1
}

=====

(5)
{
  "formula": "C2H7N2O",
  "method": "ωB97M-V with the def2-TZVPD basis set",
  "symbols": ["C", "C", "N", "N", "O", "H", "H", "H", "H", "H", "H", "H"],
  "coordinates": [[2.31268, 0.10012, -0.07648], [0.94809, -0.34230, -0.01541], [-0.02036, -1.15005, 0.07381], [-1.99444, 0.61699, -0.07825], [1.08988, 0.91467, 0.05777], [2.97678, -0.20905, 0.81079], [2.73558, 0.09485, -0.99053], [-2.70468, 0.64999, -0.78796], [-0.03456, -2.13859, 0.00397], [-2.44188, 0.28638, 0.77697], [-1.71454, 1.48547, 0.34925], [-1.15255, -0.30848, -0.12393]],
  "forces_ev_per_angstrom": [[-0.10, -2.54, 3.70], [0.40, -3.50, 0.04], [-1.58, 2.64, -0.37], [0.20, -1.70, 1.97], [-0.12, 2.62, 0.50], [-1.18, 1.41, -1.14], [1.48, 0.53, -2.94], [-0.15, 0.51, -0.45], [0.91, -0.77, -0.14], [-0.74, -0.68, -0.15], [0.63, 1.01, -1.11], [0.24, 0.47, 0.08]],
  "spin_multiplicity": 1,
  "charge": 1
}

=====

(6)
{
  "formula": "C2H7N2O",
  "method": "ωB97M-V with the def2-TZVPD basis set",
  "symbols": ["C", "C", "N", "N", "O", "H", "H", "H", "H", "H", "H", "H"],
  "coordinates": [[2.15378, -0.57465, -0.19529], [-1.94438, -0.17525, 0.14861], [1.34485, 0.12265, 0.47390], [-1.16405, 0.73725, -0.34565], [-3.18714, -0.39357, 0.20920], [1.94733, -1.13286, -1.14508], [3.15529, -0.82314, 0.28865], [1.77574, 0.45302, 1.44707], [-1.25797, -0.88369, 0.72407], [-1.27682, 1.50886, -0.96234], [0.03606, 0.33899, -0.04161], [-3.82206, 0.19021, -0.23235]],
  "forces_ev_per_angstrom": [[2.14, -1.75, 0.73], [3.90, 0.54, 0.63], [0.06, 0.62, 1.72], [1.60, -2.35, 0.87], [-1.64, -0.52, 0.08], [-0.26, 1.04, 0.76], [-1.10, 0.42, -1.01], [-1.43, -0.70, -2.72], [-1.88, 0.27, -0.51], [-0.97, 0.55, -0.39], [-0.76, 1.58, 0.03], [0.33, 0.29, -0.19]],
  "spin_multiplicity": 1,
  "charge": 1
}

=====

Computed LUMO (eV) in order:
0.879 0.975 -4.394 -3.755 -3.203 -3.481
Computed HOMO-LUMO gap (eV) in order:
10.5 11.1 11.4 9.8 12.2 12.0
Computed relative energy (zero: lowest compared OMol25 entry of this formula, charge and spin) (kJ/mol) in order:
149.8 93.8 170.2 295.2 268.3 211.9